(1)
{
  "formula": "C25H46ClF6IN2OP2",
  "method": "ωB97M-V with the def2-TZVPD basis set",
  "elements": ["C", "C", "C", "C", "C", "C", "C", "C", "C", "C", "C", "C", "C", "C", "C", "C", "C", "C", "C", "C", "C", "C", "I", "C", "C", "N", "N", "C", "P", "O", "Cl", "H", "H", "H", "H", "H", "H", "H", "H", "H", "H", "H", "H", "H", "H", "H", "H", "H", "H", "H", "H", "H", "H", "H", "H", "H", "H", "H", "H", "H", "H", "H", "H", "H", "H", "H", "H", "H", "H", "H", "H", "H", "H", "H", "H", "H", "H", "F", "P", "F", "F", "F", "F", "F"],
  "xyz": [[-6.040, 5.147, -1.299], [-5.192, 5.140, -2.576], [-5.432, 3.905, -3.447], [-4.242, 3.509, -4.335], [-3.571, 4.652, -5.120], [-2.032, 4.612, -5.010], [-1.496, 5.329, -3.761], [-0.954, 4.386, -2.676], [0.304, 3.643, -3.161], [1.369, 3.358, -2.079], [0.818, 3.119, -0.669], [1.911, 2.637, 0.285], [1.310, 2.135, 1.615], [1.243, 0.606, 1.670], [2.574, -0.028, 2.083], [2.430, -1.525, 2.400], [2.795, -2.425, 1.223], [3.049, -3.913, 1.559], [1.824, -4.657, 1.929], [1.130, -4.367, 3.111], [-0.021, -5.072, 3.403], [-0.885, -4.810, 4.603], [0.317, -4.681, 6.370], [-1.668, -3.489, 4.394], [-3.085, -3.774, 3.893], [-0.421, -6.027, 2.572], [0.192, -6.360, 1.437], [1.263, -5.695, 1.125], [2.094, -6.184, -0.507], [2.091, -7.783, -0.228], [0.418, -5.992, -1.695], [-5.573, 5.740, -0.515], [-6.146, 4.131, -0.922], [-7.029, 5.563, -1.482], [-4.137, 5.207, -2.309], [-5.438, 6.026, -3.162], [-6.325, 4.033, -4.060], [-5.634, 3.064, -2.779], [-4.619, 2.787, -5.061], [-3.524, 2.962, -3.724], [-3.918, 5.628, -4.791], [-3.815, 4.526, -6.174], [-1.746, 3.560, -5.007], [-1.587, 5.057, -5.899], [-0.657, 5.975, -4.028], [-2.256, 5.987, -3.338], [-0.711, 5.000, -1.812], [-1.713, 3.645, -2.425], [0.044, 2.694, -3.627], [0.770, 4.266, -3.926], [2.100, 4.166, -2.029], [1.876, 2.433, -2.355], [0.044, 2.349, -0.733], [0.384, 4.026, -0.252], [2.393, 1.783, -0.196], [2.656, 3.412, 0.449], [1.882, 2.504, 2.466], [0.294, 2.520, 1.716], [0.957, 0.230, 0.683], [0.460, 0.305, 2.370], [3.320, 0.126, 1.307], [2.878, 0.466, 3.006], [3.013, -1.808, 3.279], [1.381, -1.686, 2.673], [3.718, -2.070, 0.772], [2.008, -2.374, 0.463], [3.544, -4.340, 0.695], [3.765, -3.944, 2.383], [1.491, -3.611, 3.790], [-1.589, -5.630, 4.718], [-1.167, -2.893, 3.630], [-1.673, -2.887, 5.296], [-3.031, -4.464, 3.047], [-3.569, -2.870, 3.539], [-3.677, -4.245, 4.675], [-1.256, -6.557, 2.778], [1.478, -8.272, -0.790], [5.608, -3.678, 0.496], [6.916, -3.990, 1.506], [7.848, -5.135, 2.223], [7.474, -4.613, 0.091], [6.359, -2.652, 2.319], [8.281, -3.075, 1.495], [5.753, -4.776, 2.423]],
  "atomic_forces_ev_per_a": [[0.2, 0.0, -0.2], [-0.3, 0.0, 0.0], [0.3, -0.1, 0.1], [-0.5, 0.1, -0.1], [0.6, -0.5, -0.1], [-0.4, 0.3, 0.1], [0.4, -0.4, 0.2], [0.1, 0.1, -0.7], [0.3, 0.3, 0.4], [-0.6, -0.1, 0.3], [0.5, 0.0, -0.2], [-0.6, -0.4, 0.1], [0.0, -0.1, -0.3], [0.2, 0.2, -0.1], [-0.6, -0.3, 0.5], [-0.2, -0.1, -0.2], [-0.2, -0.1, 0.0], [-0.1, 0.4, -0.1], [-0.6, 0.2, 0.8], [0.5, -0.3, -1.0], [-0.1, 0.0, 0.7], [0.1, 0.6, -0.2], [0.0, -0.2, 0.0], [-0.2, 0.0, -0.4], [0.4, -0.2, 0.0], [0.5, 0.0, -0.6], [-0.6, -0.1, 0.5], [0.4, 0.4, -0.4], [0.2, -0.1, 0.1], [0.0, -0.1, -0.2], [-0.1, 0.1, 0.0], [0.0, 0.1, 0.0], [-0.1, 0.0, 0.1], [-0.1, -0.1, 0.0], [0.1, -0.1, 0.0], [0.2, 0.2, 0.0], [-0.1, 0.1, 0.0], [-0.1, -0.1, -0.1], [0.1, -0.2, 0.0], [0.2, 0.2, 0.1], [-0.1, 0.1, -0.1], [-0.2, 0.2, -0.1], [0.2, 0.0, 0.0], [0.0, 0.0, -0.1], [0.0, 0.1, -0.1], [-0.1, 0.0, 0.0], [-0.1, -0.1, 0.2], [-0.1, 0.1, 0.4], [-0.2, 0.0, -0.1], [0.1, -0.1, -0.2], [0.1, 0.0, -0.1], [0.4, 0.1, -0.1], [-0.2, 0.0, 0.1], [-0.2, 0.0, 0.0], [0.4, 0.1, 0.0], [0.1, 0.1, -0.1], [0.0, 0.0, 0.1], [0.0, 0.2, 0.0], [-0.2, 0.0, 0.0], [0.0, -0.1, 0.1], [0.2, 0.1, 0.1], [0.3, 0.2, -0.1], [0.3, 0.1, -0.1], [-0.1, -0.1, 0.1], [0.1, -0.1, 0.0], [0.0, 0.1, -0.1], [0.1, -0.2, 0.1], [0.1, -0.2, 0.0], [0.0, 0.0, 0.1], [0.0, -0.1, 0.3], [0.2, 0.1, 0.1], [-0.1, -0.1, 0.1], [-0.1, 0.0, -0.1], [-0.1, 0.1, 0.1], [-0.2, 0.0, 0.0], [0.0, -0.1, -0.1], [0.0, -0.1, 0.1], [0.3, 0.7, -0.2], [0.4, 0.0, 0.0], [-0.1, 0.6, 0.5], [-0.3, -0.5, 0.4], [0.1, -0.4, 0.5], [-0.4, 0.1, -0.7], [-0.1, -0.6, -0.6]],
  "lowdin_charge": [-0.109, -0.267, -0.218, -0.202, -0.197, -0.199, -0.209, -0.216, -0.200, -0.202, -0.235, -0.208, -0.208, -0.226, -0.190, -0.205, -0.157, -0.171, -0.110, 0.036, -0.275, -0.681, 0.966, -0.295, -0.087, 0.106, 0.101, -0.353, 0.639, -0.349, 0.234, 0.065, 0.064, 0.069, 0.092, 0.103, 0.111, 0.099, 0.104, 0.096, 0.093, 0.102, 0.101, 0.104, 0.105, 0.094, 0.101, 0.101, 0.104, 0.106, 0.113, 0.106, 0.119, 0.105, 0.102, 0.114, 0.105, 0.103, 0.113, 0.102, 0.115, 0.113, 0.119, 0.086, 0.113, 0.122, 0.061, 0.122, 0.100, 0.080, 0.108, 0.078, 0.071, 0.081, 0.082, 0.177, 0.044, -0.234, 0.391, -0.195, -0.197, -0.219, -0.195, -0.236],
  "total_charge": 0,
  "homo_ev": -10.335
}


(2)
{
  "formula": "C25H46F3IO8S",
  "method": "ωB97M-V with the def2-TZVPD basis set",
  "elements": ["C", "C", "C", "C", "C", "C", "C", "C", "C", "I", "O", "C", "C", "C", "C", "C", "C", "C", "O", "O", "S", "O", "O", "C", "C", "O", "C", "C", "O", "C", "C", "O", "C", "C", "C", "F", "F", "F", "H", "H", "H", "H", "H", "H", "H", "H", "H", "H", "H", "H", "H", "H", "H", "H", "H", "H", "H", "H", "H", "H", "H", "H", "H", "H", "H", "H", "H", "H", "H", "H", "H", "H", "H", "H", "H", "H", "H", "H", "H", "H", "H", "H", "H", "H"],
  "xyz": [[2.481, 4.055, 3.002], [1.836, 2.549, 3.017], [1.764, 1.840, 1.505], [0.448, 2.462, 0.670], [-0.285, 1.301, -0.298], [-1.883, 1.090, 0.105], [-2.619, 2.571, 0.191], [-4.219, 2.706, 0.210], [-5.088, 1.652, 1.106], [-5.224, 2.899, -1.754], [-2.140, 0.566, 1.446], [-1.102, 0.089, 2.273], [-1.798, -0.772, 3.529], [-2.687, -0.026, -0.821], [-2.998, -1.453, 0.018], [-3.470, -2.673, -1.025], [-4.740, -3.473, -0.322], [-6.099, -2.616, -0.785], [-6.532, -3.031, -2.130], [-2.281, -0.202, -2.178], [-0.836, -0.943, -2.543], [-0.208, -1.771, -1.346], [0.232, 0.340, -2.728], [0.105, 1.488, -1.862], [1.749, 1.892, -1.855], [2.412, 1.504, -3.146], [3.423, 0.462, -2.930], [4.792, 0.936, -2.177], [5.150, 0.113, -0.979], [5.282, -1.308, -1.332], [6.153, -2.202, -0.245], [5.986, -3.656, -0.499], [4.710, -4.155, 0.048], [4.857, -4.985, 1.469], [-0.578, 2.702, -2.701], [-2.035, 2.623, -2.933], [-0.326, 4.080, -2.132], [-0.030, 2.824, -4.110], [3.143, 4.149, 3.991], [3.098, 4.259, 2.028], [1.590, 4.826, 3.171], [0.783, 2.615, 3.530], [2.488, 1.815, 3.694], [1.668, 0.692, 1.709], [2.758, 2.119, 0.952], [0.673, 3.461, 0.126], [-0.240, 2.759, 1.600], [0.363, 0.338, 0.003], [-2.175, 3.380, -0.526], [-2.331, 2.979, 1.282], [-4.447, 3.771, 0.709], [-6.114, 2.191, 1.394], [-5.338, 0.632, 0.585], [-4.513, 1.437, 2.128], [-0.535, 0.983, 2.825], [-0.335, -0.688, 1.791], [-2.791, -0.203, 3.831], [-2.098, -1.857, 3.162], [-1.061, -0.913, 4.428], [-3.832, 0.312, -0.961], [-2.016, -1.877, 0.530], [-3.838, -1.315, 0.826], [-2.555, -3.429, -1.155], [-3.862, -2.273, -2.052], [-4.643, -3.548, 0.858], [-4.796, -4.548, -0.839], [-5.776, -1.484, -0.847], [-6.960, -2.703, 0.002], [-7.539, -2.910, -2.178], [1.934, 3.010, -1.602], [2.232, 1.123, -1.090], [3.751, 0.090, -4.017], [2.872, -0.458, -2.444], [5.704, 0.775, -2.931], [4.815, 2.087, -1.910], [5.634, -1.488, -2.457], [4.179, -1.764, -1.289], [7.303, -1.972, -0.435], [5.813, -1.969, 0.851], [4.237, -4.928, -0.724], [3.903, -3.312, 0.235], [5.714, -4.544, 2.139], [5.092, -6.133, 1.253], [3.843, -4.967, 2.065]],
  "atomic_forces_ev_per_a": [[-0.6, -0.3, 1.4], [0.6, -0.6, -0.2], [-0.3, 1.3, 0.7], [-0.3, -0.3, 1.6], [0.9, -0.7, 1.1], [-0.6, 0.4, -0.6], [0.5, 0.9, 1.0], [-0.6, 0.7, 1.8], [-0.2, 0.3, 0.9], [0.5, -0.2, 0.7], [1.2, 0.3, -0.5], [1.2, -1.3, 2.9], [-0.5, -0.1, -1.0], [-3.2, -0.2, 2.2], [1.1, -1.2, -0.9], [-0.1, -0.3, 1.2], [-0.3, 0.3, -1.6], [0.7, 0.3, 0.9], [-1.6, 0.5, 1.5], [2.0, -0.5, 0.6], [2.0, -2.4, 3.1], [-2.6, 3.2, -3.7], [-2.5, 0.1, 1.3], [2.7, 1.9, -0.4], [0.9, -1.4, 0.0], [0.2, 0.3, 2.2], [-0.1, -0.9, -1.1], [1.2, -0.4, -0.6], [-0.1, -0.3, -1.7], [-1.7, -1.5, -0.1], [0.5, 0.6, -0.7], [-1.8, 1.6, 1.0], [-1.3, -1.1, 0.5], [0.2, -0.5, -0.2], [-1.5, 2.6, -3.1], [4.5, 0.2, 1.0], [-0.8, -4.4, -1.3], [-1.6, -0.6, 4.8], [-1.2, 0.0, -2.4], [-1.2, -0.3, 2.0], [2.1, -1.5, -0.8], [1.9, -0.3, -1.1], [-1.3, 1.7, -1.5], [0.2, 2.1, -0.8], [-1.8, -0.9, 1.0], [-0.3, -1.9, 0.9], [1.0, -0.7, -2.5], [-1.9, 1.8, -0.9], [-0.9, -1.7, 1.1], [-0.5, -1.1, -2.4], [0.7, -2.4, -1.3], [2.2, -1.3, -0.8], [0.6, 2.1, 0.9], [-1.2, 0.4, -2.3], [-0.9, -1.9, -1.5], [-1.6, 2.0, 0.6], [2.2, -1.2, -0.4], [0.6, 2.3, 0.7], [-1.4, 0.5, -1.7], [2.8, -0.2, 0.2], [-2.2, 1.1, -0.9], [1.8, 0.1, -1.7], [-2.0, 1.8, 0.0], [0.9, -0.8, 1.9], [-0.2, 0.1, -2.6], [-0.1, 2.3, 1.4], [-0.7, -2.0, 0.2], [1.5, 0.0, -1.5], [2.4, -0.2, 0.2], [-0.3, -2.1, -0.5], [-1.2, 2.0, -1.1], [-0.9, 1.0, 2.3], [1.4, 1.8, -0.6], [-2.0, 0.4, 1.4], [-0.4, -2.5, -0.2], [-0.3, 0.5, 2.5], [2.3, 0.8, -0.2], [-2.5, -0.5, 0.7], [0.8, -0.2, -2.1], [1.1, 1.9, 1.5], [1.8, -1.4, -0.6], [-1.7, -0.8, -1.3], [-0.3, 2.6, 0.5], [2.0, 0.1, -1.2]],
  "lowdin_charge": [-0.146, -0.271, -0.191, -0.124, -0.095, -0.248, -0.151, -0.726, -0.191, 0.753, -0.206, -0.255, -0.081, -0.229, -0.119, -0.191, -0.169, -0.249, -0.143, -0.337, 1.097, -0.448, -0.305, -0.268, -0.064, -0.196, -0.172, -0.148, -0.222, -0.185, -0.154, -0.221, -0.262, -0.114, -0.137, -0.022, -0.003, 0.017, 0.084, 0.078, 0.083, 0.092, 0.115, 0.105, 0.106, 0.113, 0.104, 0.140, 0.114, 0.139, 0.098, 0.092, 0.056, 0.094, 0.114, 0.140, 0.088, 0.078, 0.081, 0.118, 0.111, 0.115, 0.120, 0.118, 0.117, 0.123, 0.108, 0.122, 0.114, 0.147, 0.142, 0.152, 0.130, 0.133, 0.146, 0.151, 0.117, 0.145, 0.137, 0.135, 0.117, 0.081, 0.084, 0.078],
  "total_charge": 0,
  "homo_ev": -9.296
}


(3)
{
  "formula": "C25H46F5IN4O6",
  "method": "ωB97M-V with the def2-TZVPD basis set",
  "elements": ["C", "C", "O", "C", "C", "O", "C", "C", "O", "C", "N", "O", "C", "N", "C", "N", "C", "C", "C", "C", "F", "F", "C", "F", "F", "F", "N", "C", "C", "C", "C", "C", "O", "C", "C", "C", "C", "C", "O", "C", "H", "H", "H", "H", "H", "H", "H", "H", "H", "H", "H", "H", "H", "H", "H", "H", "H", "H", "H", "H", "H", "H", "H", "H", "H", "H", "H", "H", "H", "H", "H", "H", "H", "H", "H", "H", "H", "H", "H", "H", "H", "H", "H", "H", "H", "H", "I"],
  "xyz": [[4.730, 1.199, 2.774], [4.156, 2.542, 2.041], [5.120, 3.025, 1.059], [4.551, 3.457, -0.217], [4.767, 2.388, -1.430], [3.570, 1.737, -1.973], [2.661, 2.738, -2.497], [1.207, 2.657, -1.765], [0.307, 1.726, -2.496], [0.372, 0.419, -1.873], [-0.520, -0.567, -2.597], [-0.860, -0.149, -3.855], [0.219, -0.438, -4.773], [1.090, -0.216, -5.594], [-1.690, -0.757, -1.726], [-2.609, 0.228, -1.723], [-3.840, 0.203, -0.844], [-4.384, 1.719, -0.544], [-4.316, 2.093, 1.038], [-3.033, 2.968, 1.440], [-2.272, 2.397, 2.532], [-2.099, 3.178, 0.380], [-3.591, 4.407, 1.970], [-4.330, 5.082, 0.932], [-2.489, 5.192, 2.390], [-4.506, 4.248, 3.062], [-1.914, -1.873, -0.829], [-0.771, -2.096, 0.109], [-1.360, -3.011, 1.317], [-1.074, -2.507, 2.836], [-1.685, -1.047, 3.189], [-1.333, -0.615, 4.743], [0.051, -0.788, 5.123], [0.918, 0.146, 4.442], [-2.487, -3.098, -1.497], [-1.560, -4.349, -1.953], [-0.638, -4.082, -3.316], [0.972, -4.202, -3.154], [1.672, -2.945, -3.180], [2.889, -2.976, -2.407], [3.804, 0.502, 2.956], [5.195, 1.488, 3.790], [5.448, 0.664, 2.061], [3.133, 2.251, 1.609], [4.038, 3.374, 2.832], [5.140, 4.407, -0.518], [3.462, 3.763, -0.036], [5.438, 1.544, -1.006], [5.330, 2.846, -2.327], [2.444, 2.496, -3.612], [3.115, 3.807, -2.453], [1.431, 2.309, -0.692], [0.712, 3.698, -1.663], [1.456, 0.053, -1.791], [-0.025, 0.489, -0.781], [-2.507, 1.079, -2.315], [-3.611, -0.235, 0.206], [-4.624, -0.455, -1.354], [-3.896, 2.506, -1.217], [-5.505, 1.702, -0.814], [-5.305, 2.643, 1.276], [-4.307, 1.155, 1.715], [-0.525, -1.061, 0.573], [0.207, -2.469, -0.348], [-2.519, -3.037, 1.225], [-1.016, -4.107, 1.187], [0.044, -2.515, 3.074], [-1.627, -3.257, 3.532], [-1.300, -0.193, 2.526], [-2.847, -1.015, 3.143], [-2.007, -1.166, 5.489], [-1.540, 0.527, 4.800], [0.409, 1.153, 4.206], [1.392, -0.280, 3.480], [1.815, 0.388, 5.135], [-3.003, -2.739, -2.474], [-3.335, -3.544, -0.843], [-2.304, -5.169, -2.310], [-0.964, -4.843, -1.098], [-0.951, -3.115, -3.842], [-0.896, -4.949, -4.047], [1.206, -4.875, -2.257], [1.333, -4.778, -4.098], [3.053, -1.952, -1.903], [2.875, -3.738, -1.540], [3.769, -3.137, -3.131], [2.474, -0.250, 2.519]],
  "atomic_forces_ev_per_a": [[1.6, 2.5, 0.1], [0.6, -1.0, 1.6], [-1.4, 0.0, -1.4], [0.6, 0.5, 0.0], [0.8, -0.6, 0.5], [0.0, 2.0, 0.4], [-1.1, 0.0, -0.9], [1.4, 0.7, 0.5], [0.5, -0.6, 1.6], [1.1, 0.8, 1.3], [0.5, -0.5, 3.7], [2.0, -0.5, -3.8], [1.8, 2.8, -1.8], [-4.7, -1.7, 4.4], [-1.8, 1.0, -0.4], [0.6, -1.7, 0.7], [-0.5, 0.6, 1.1], [-0.8, -0.9, 0.0], [0.1, -0.4, -0.4], [0.2, 0.2, 0.9], [-2.0, 1.3, -2.7], [-2.1, -0.4, 2.1], [0.2, 1.3, 0.6], [2.1, -1.7, 2.6], [-3.2, -1.7, -1.1], [2.6, 0.4, -2.9], [1.3, 0.9, -1.8], [0.2, 0.7, 2.1], [-0.5, -0.3, 0.3], [-0.6, 0.2, -0.1], [0.1, 0.0, 1.0], [0.2, 0.8, -0.7], [-1.8, 0.5, -0.3], [-1.7, 1.4, 3.8], [-1.1, -1.2, -1.3], [0.1, -0.1, -1.1], [0.1, -0.9, 0.3], [-0.6, -0.9, -1.5], [-0.4, -1.0, 1.6], [1.1, 0.8, 0.4], [6.4, 3.8, 1.4], [-0.2, -0.4, -1.6], [-0.8, 0.8, 1.2], [1.4, 0.6, 0.2], [-0.1, -1.2, -1.2], [-0.9, -1.4, 0.5], [1.3, -0.6, -0.6], [-1.2, 1.4, -0.7], [-0.8, -0.4, 1.5], [0.5, 0.4, 1.7], [-0.9, -1.8, 0.1], [-0.6, 0.2, -1.5], [0.6, -1.8, -0.6], [-1.5, 0.3, -0.5], [0.7, -0.2, -1.6], [0.3, -1.0, 0.4], [0.0, 0.3, -2.2], [1.1, 1.1, 0.7], [-0.6, -1.1, 1.1], [1.8, 0.1, 0.4], [2.0, -0.6, -0.2], [0.1, 1.5, -1.2], [-0.3, -1.7, -0.7], [-1.5, 0.2, 0.4], [1.9, 0.1, 0.0], [-0.4, 1.8, 0.3], [-1.6, 0.1, -0.3], [1.1, 1.1, -1.1], [-0.3, -1.4, 0.7], [1.8, -0.3, -0.1], [1.1, 0.6, -1.1], [0.0, -1.8, 0.0], [0.3, -1.2, 0.3], [-8.1, 0.0, 7.2], [-1.4, -0.5, -0.8], [0.7, -0.5, 1.6], [1.5, 1.0, -0.8], [1.0, 1.5, 0.9], [-0.8, 1.1, -1.3], [0.6, -1.2, 0.8], [0.3, 1.5, 1.2], [-0.2, 1.2, -1.0], [-0.6, 0.7, 1.5], [-0.4, -1.5, -0.9], [0.0, 1.0, -1.5], [-1.1, -0.1, 1.3], [2.6, -5.3, -13.1]],
  "lowdin_charge": [-0.290, -0.278, -0.217, -0.171, -0.147, -0.207, -0.177, -0.125, -0.156, -0.138, -0.057, -0.035, -0.154, 0.185, -0.153, 0.173, -0.100, -0.127, -0.066, -0.270, 0.038, 0.046, -0.301, 0.068, 0.100, 0.079, -0.100, -0.143, -0.158, -0.183, -0.179, -0.226, -0.241, -0.385, -0.162, -0.147, -0.136, -0.231, -0.255, -0.108, -0.413, 0.071, 0.074, 0.039, 0.119, 0.127, 0.118, 0.143, 0.126, 0.138, 0.137, 0.128, 0.139, 0.152, 0.139, 0.179, 0.133, 0.139, 0.120, 0.122, 0.136, 0.136, 0.100, 0.135, 0.108, 0.109, 0.100, 0.125, 0.083, 0.106, 0.122, 0.111, 0.085, -0.540, 0.091, 0.134, 0.126, 0.116, 0.106, 0.095, 0.111, 0.120, 0.131, 0.093, 0.101, 0.103, 0.962],
  "total_charge": 0,
  "homo_ev": -4.353
}